w) The following is a DFT calculation (ωB97M-V/def2-TZVPD) of a gas-phase ion, C6H12N6 (charge +2).

The geometry in ORCA input format:
```
! wB97M-V def2-TZVPD RIJCOSX def2/J DEFGRID3
* xyz 2 1
N -1.54 -3.16 0.44
C -0.19 -2.60 0.24
N -0.10 -1.16 0.20
N 1.08 -0.60 -0.02
C 2.03 -0.97 -0.89
N 2.82 0.07 -0.89
N 2.56 0.97 0.01
C 1.39 0.63 0.53
C 0.66 1.61 1.46
C -0.40 2.31 0.50
C -1.00 1.55 -0.61
N -1.85 1.96 -1.51
H -2.18 -2.80 1.13
H -1.47 -4.20 0.48
H -0.02 -2.83 -0.79
H 0.64 -3.10 0.76
H 2.03 -1.77 -1.72
H 0.26 1.03 2.29
H 1.37 2.35 1.74
H -1.21 2.70 1.07
H 0.15 3.13 -0.13
H -0.81 0.44 -0.57
H -2.06 1.48 -2.32
H -2.16 2.96 -1.41
*
```

- E_HOMO (alpha / beta): -0.6379 / -0.6331 hartree
- Structure (SMILES): NC/N=[N+]1\C=NN=C1CCC=[NH2+]

x) The following is a DFT calculation (ωB97M-V/def2-TZVPD) of a gas-phase ion, C6H12N6 (charge +2).

The geometry in ORCA input format:
```
! wB97M-V def2-TZVPD RIJCOSX def2/J DEFGRID3
* xyz 2 1
C 2.36 0.43 -0.12
N 1.05 -0.16 -0.32
C -0.05 0.71 -0.73
C -0.88 1.06 0.52
N -0.34 1.16 1.74
N -2.05 1.30 0.12
C -3.11 1.77 1.12
N -3.99 1.95 1.82
C -0.67 -0.25 -1.65
C -0.02 -1.38 -1.75
N 1.12 -1.46 -0.91
N 1.14 -2.51 0.13
H 2.38 1.10 0.76
H 3.04 -0.36 0.04
H 2.63 1.02 -0.99
H 0.42 1.58 -1.22
H 0.65 1.03 1.86
H -0.91 1.36 2.48
H -4.81 2.03 2.51
H -1.68 -0.18 -2.14
H -0.32 -2.24 -2.32
H 1.90 -1.67 -1.46
H 0.28 -3.11 0.37
H 1.88 -3.17 0.13
*
```

- E_HOMO: -0.6365 hartree
- Structure (SMILES): CN1[C@H](C(=[NH2+])N=C=N)C=C[N@@H+]1N

Tell me which of them is the most stable. Sure, it is x).

w) The following is a DFT calculation (ωB97M-V/def2-TZVPD) of C5H15N3 in the gas phase.

The geometry in ORCA input format:
```
! wB97M-V def2-TZVPD RIJCOSX def2/J DEFGRID3
* xyz 0 1
C 0.83 -0.47 2.07
C 0.97 -0.49 0.52
C 0.89 0.94 -0.05
C 0.00 2.00 0.59
N -1.38 2.06 0.16
N -0.20 -1.37 0.01
C -0.15 -1.50 -1.44
N -1.52 -1.84 -2.00
H 1.38 -1.24 2.61
H 1.01 0.54 2.39
H -0.23 -0.68 2.25
H 1.92 -0.96 0.23
H 0.65 0.82 -1.11
H 1.83 1.47 -0.20
H 0.52 2.97 0.51
H 0.06 1.91 1.69
H -1.48 2.78 -0.56
H -1.76 1.18 -0.14
H -0.20 -2.29 0.42
H 0.46 -2.34 -1.79
H 0.19 -0.59 -1.88
H -2.23 -1.49 -1.37
H -1.59 -1.41 -2.91
*
```

- E_HOMO: -0.3268 hartree
- Structure (SMILES): C[C@H](CCN)NCN

x) The following is a DFT calculation (ωB97M-V/def2-TZVPD) of 3 unconnected molecules or ions with the total composition C5H15N3.

The geometry in ORCA input format:
```
! wB97M-V def2-TZVPD RIJCOSX def2/J DEFGRID3
* xyz 0 1
C -1.57 0.17 -0.47
C -1.55 1.56 0.10
C -1.57 0.13 -1.98
C -0.65 -1.36 1.30
H -2.40 -0.42 -0.08
H -0.63 2.09 -0.19
H -1.59 1.56 1.19
H -2.39 2.18 -0.24
H -1.54 -0.90 -2.37
H -2.47 0.60 -2.42
H -0.73 0.68 -2.41
H 0.03 -1.88 1.96
H -1.09 -2.08 0.63
H -1.31 -0.69 1.84
N 2.41 -0.47 1.79
N 2.67 0.16 -0.87
C 1.48 -0.04 -0.26
N 1.28 -0.33 0.96
H 2.10 -0.39 2.75
H 2.82 -1.40 1.67
H 2.69 0.51 -1.81
H 3.48 0.34 -0.28
H 0.52 -0.03 -0.81
*
```

- E_HOMO (alpha / beta): -0.2332 / -0.2644 hartree

Tell me which of them is the most stable. Sure, it is w).

w) The following is a DFT calculation (ωB97M-V/def2-TZVPD) of 3 unconnected molecules or ions with the total composition C4H11PS.

The geometry in ORCA input format:
```
! wB97M-V def2-TZVPD RIJCOSX def2/J DEFGRID3
* xyz 0 1
C -0.13 1.14 -1.29
C -1.36 -0.93 -0.38
C -0.25 0.51 1.22
C -0.23 0.10 -0.09
P 1.44 -0.99 -0.38
S 3.01 0.15 0.12
H 0.65 1.82 -1.21
H -0.10 0.48 -2.15
H -1.00 1.71 -1.13
H -2.23 -0.33 -0.26
H -1.46 -1.68 0.38
H -1.42 -1.38 -1.31
H 0.11 1.40 1.61
H -0.83 0.01 1.97
H 1.03 -0.43 1.97
H 1.28 -0.82 -1.72
H 1.48 -0.78 2.62
*
```

- E_HOMO (alpha / beta): -0.2975 / -0.2772 hartree

x) The following is a DFT calculation (ωB97M-V/def2-TZVPD) of 2 unconnected molecules or ions with the total composition C4H11PS.

The geometry in ORCA input format:
```
! wB97M-V def2-TZVPD RIJCOSX def2/J DEFGRID3
* xyz 0 1
C -1.46 -0.21 -1.43
C 0.43 -1.35 1.62
C -0.93 0.70 -0.41
C 0.43 0.37 0.07
P 1.09 1.70 1.21
S 1.70 -0.18 -0.94
H -1.09 -0.34 -2.41
H -2.51 -0.05 -1.49
H -1.39 -1.25 -0.94
H 1.35 -1.83 1.39
H 0.47 -0.83 2.58
H -0.27 -1.98 1.20
H -1.15 1.72 -0.79
H -1.59 0.61 0.41
H 2.51 1.62 1.20
H 1.17 2.62 0.13
H 1.25 -1.34 -1.42
*
```

- E_HOMO: -0.2940 hartree

Tell me which of them is the most stable. Sure, it is x).

w) The following is a DFT calculation (ωB97M-V/def2-TZVPD) of 3 unconnected molecules or ions with the total composition C4H6Br2N2O2.

The geometry in ORCA input format:
```
! wB97M-V def2-TZVPD RIJCOSX def2/J DEFGRID3
* xyz 0 1
C 1.09 -4.16 -1.99
C 0.02 0.42 2.03
C -1.21 -0.47 0.28
C 0.40 1.07 0.07
N -0.46 0.39 -0.62
N -0.44 -0.79 1.46
O 0.42 -3.50 -1.33
O 1.71 -4.93 -2.58
Br 1.59 2.35 -0.64
Br 5.19 0.32 0.08
H 0.92 0.20 2.46
H -0.69 1.18 2.28
H -2.04 0.14 0.64
H -1.71 -1.37 -0.19
H 0.38 -1.41 1.45
H 4.38 0.76 -0.97
*
```

- E_HOMO: -0.3174 hartree

x) The following is a DFT calculation (ωB97M-V/def2-TZVPD) of C4H6Br2N2O2 in the gas phase.

The geometry in ORCA input format:
```
! wB97M-V def2-TZVPD RIJCOSX def2/J DEFGRID3
* xyz 0 1
O -0.95 -0.25 -2.61
C -0.17 0.63 -2.43
N 0.12 1.09 -1.20
Br 1.14 2.61 -0.93
C -0.63 0.76 0.01
C 0.42 0.12 1.01
C 1.08 -1.11 0.48
O 0.19 -2.18 0.54
N 2.29 -1.22 0.10
Br 2.98 -2.78 -0.64
H 0.39 1.03 -3.26
H -1.30 0.04 -0.23
H -0.98 1.52 0.64
H -0.06 -0.31 2.00
H 1.34 0.77 1.29
H 0.44 -3.06 0.22
*
```

- E_HOMO: -0.3592 hartree
- Structure (SMILES): O=CN(Br)CC/C(O)=N/Br

Tell me which of them is the most stable. Sure, it is w).

w) The following is a DFT calculation (ωB97M-V/def2-TZVPD) of a molecular structure, C35H43N10O3PS4W.

The geometry in ORCA input format:
```
! wB97M-V def2-TZVPD RIJCOSX def2/J DEFGRID3
* xyz 0 1
W 0.25 -0.29 -0.08
N 3.09 0.40 3.36
C 2.41 0.13 2.23
S 0.71 -0.20 2.32
N 3.07 0.08 1.09
N 2.20 -0.02 0.08
C 2.47 -0.43 -1.16
C 1.88 0.35 -2.25
C 2.41 0.58 -3.50
C 1.73 1.47 -4.33
C 0.57 2.09 -3.89
C 0.06 1.77 -2.64
N 0.70 0.88 -1.87
H 2.58 0.57 4.21
H 4.01 0.80 3.27
H 3.30 -1.12 -1.34
H 3.34 0.12 -3.80
H 2.13 1.69 -5.31
H 0.05 2.81 -4.50
H -0.84 2.21 -2.23
S -2.01 0.10 0.41
C -3.07 0.43 -1.00
C -3.82 -0.63 -1.50
C -4.66 -0.47 -2.59
C -4.74 0.79 -3.18
C -4.04 1.86 -2.66
C -3.21 1.74 -1.52
S -2.44 3.11 -0.83
H -3.73 -1.60 -1.03
H -5.25 -1.30 -2.96
H -5.39 0.95 -4.04
H -4.14 2.84 -3.10
C -1.55 -4.19 3.10
C -0.93 -2.85 2.66
C -1.83 -1.73 3.18
P -0.39 -2.79 0.87
C 1.10 -3.92 0.85
C 1.04 -5.25 1.61
C 2.36 -3.19 1.31
C -1.72 -3.60 -0.17
C -1.41 -4.99 -0.72
C -3.11 -3.62 0.48
H -1.10 -4.52 4.04
H -1.44 -5.00 2.39
H -2.62 -4.06 3.28
H 0.04 -2.73 3.16
H -2.83 -1.78 2.76
H -1.46 -0.72 3.01
H -1.93 -1.86 4.26
H 1.23 -4.17 -0.20
H 0.99 -5.10 2.68
H 1.96 -5.80 1.40
H 0.22 -5.89 1.30
H 2.28 -2.86 2.35
H 2.59 -2.31 0.71
H 3.22 -3.86 1.25
H -1.81 -2.92 -1.02
H -1.50 -5.75 0.05
H -0.42 -5.07 -1.16
H -2.13 -5.23 -1.50
H -3.19 -4.40 1.23
H -3.85 -3.84 -0.30
H -3.38 -2.67 0.93
N -2.30 -1.52 -4.83
C -1.31 -1.92 -4.00
C -1.09 -1.21 -2.80
N -0.14 -1.57 -1.96
C 0.65 -2.61 -2.31
C 0.43 -3.27 -3.50
N -0.54 -2.95 -4.34
H -3.01 -0.89 -4.49
H -2.49 -2.08 -5.64
H -1.69 -0.35 -2.55
H 1.46 -2.87 -1.65
H 1.07 -4.10 -3.78
O 5.46 7.09 3.76
S 5.05 7.50 2.43
O 5.46 6.61 1.36
O 5.19 8.91 2.14
C 3.24 7.25 2.53
N 2.51 8.15 3.19
C 1.21 7.89 3.29
C 0.62 6.75 2.78
C 1.47 5.88 2.12
N 2.77 6.13 1.99
C 1.06 4.58 1.53
C -0.10 3.90 1.87
C -0.34 2.64 1.36
N 0.51 2.03 0.53
C 1.61 2.71 0.15
C 1.92 3.96 0.63
H 0.62 8.63 3.82
H -0.44 6.57 2.87
H -0.83 4.32 2.55
H -1.22 2.10 1.64
H 2.29 2.23 -0.53
H 2.84 4.45 0.35
*
```

- E_HOMO: -0.2531 hartree

x) The following is a DFT calculation (ωB97M-V/def2-TZVPD) of a molecular structure, C35H43N10O3PS4W.

The geometry in ORCA input format:
```
! wB97M-V def2-TZVPD RIJCOSX def2/J DEFGRID3
* xyz 0 1
W 0.01 -0.36 0.26
N 2.64 2.78 2.21
C 1.75 1.88 1.83
S 1.07 1.90 0.21
N 1.35 0.96 2.72
N 0.71 -0.01 2.11
C -0.03 -0.94 2.71
C 0.15 -2.32 2.25
C 0.02 -3.47 3.00
C 0.37 -4.67 2.41
C 0.84 -4.70 1.10
C 0.89 -3.52 0.38
N 0.50 -2.37 0.94
H 3.05 3.41 1.53
H 3.20 2.63 3.05
H -0.50 -0.73 3.67
H -0.30 -3.41 4.04
H 0.30 -5.59 2.98
H 1.15 -5.62 0.63
H 1.24 -3.46 -0.65
S -0.14 -0.52 -2.12
C -0.52 -2.12 -2.82
C -1.84 -2.33 -3.23
C -2.24 -3.53 -3.80
C -1.28 -4.54 -3.96
C 0.03 -4.32 -3.60
C 0.48 -3.09 -3.06
S 2.15 -2.83 -2.72
H -2.56 -1.54 -3.09
H -3.26 -3.67 -4.13
H -1.57 -5.49 -4.40
H 0.77 -5.09 -3.76
C -2.67 3.80 -1.78
C -1.50 2.94 -1.26
C -0.51 2.74 -2.41
P -2.01 1.43 -0.29
C -2.74 2.16 1.26
C -3.63 3.41 1.14
C -1.66 2.45 2.30
C -3.41 0.60 -1.22
C -4.82 0.80 -0.65
C -3.44 0.87 -2.72
H -2.50 4.84 -1.54
H -3.65 3.52 -1.39
H -2.73 3.72 -2.87
H -0.98 3.50 -0.48
H -0.97 2.23 -3.25
H 0.39 2.19 -2.14
H -0.19 3.73 -2.75
H -3.37 1.37 1.66
H -3.05 4.27 0.79
H -4.01 3.65 2.13
H -4.48 3.27 0.48
H -0.95 3.21 1.96
H -1.08 1.57 2.57
H -2.13 2.84 3.21
H -3.17 -0.46 -1.12
H -5.20 1.79 -0.87
H -4.89 0.63 0.43
H -5.49 0.08 -1.13
H -3.83 1.86 -2.95
H -4.11 0.15 -3.19
H -2.46 0.76 -3.18
N -3.51 -4.48 -0.77
C -3.32 -3.40 0.01
C -2.16 -2.61 -0.17
N -1.94 -1.53 0.57
C -2.84 -1.25 1.54
C -3.95 -2.04 1.71
N -4.21 -3.10 0.95
H -2.99 -4.55 -1.64
H -4.39 -4.96 -0.70
H -1.43 -2.87 -0.91
H -2.63 -0.41 2.18
H -4.66 -1.81 2.49
O 4.96 4.68 2.59
S 5.72 3.68 3.34
O 4.86 2.69 3.99
O 6.82 4.17 4.13
C 6.45 2.77 1.94
N 7.54 3.21 1.31
C 7.85 2.58 0.18
C 7.08 1.55 -0.37
C 6.00 1.17 0.39
N 5.72 1.75 1.55
C 4.87 0.27 0.08
C 4.21 0.25 -1.13
C 2.89 -0.15 -1.15
N 2.27 -0.59 -0.05
C 3.01 -0.85 1.04
C 4.29 -0.40 1.16
H 8.74 2.93 -0.34
H 7.33 1.09 -1.32
H 4.62 0.73 -2.02
H 2.28 -0.01 -2.03
H 2.53 -1.30 1.89
H 4.79 -0.44 2.11
*
```

- E_HOMO: -0.2551 hartree

Tell me which of them is the most stable. Sure, it is x).

w) The following is a DFT calculation (ωB97M-V/def2-TZVPD) of a gas-phase ion, H2O6P2S (charge -2).

The geometry in ORCA input format:
```
! wB97M-V def2-TZVPD RIJCOSX def2/J DEFGRID3
* xyz -2 1
O 2.00 -0.28 -1.95
O 0.75 1.96 0.62
O 1.25 -2.25 0.10
O -0.70 0.24 1.47
O 1.65 0.42 2.27
O -0.58 -0.85 -0.93
P -1.86 -0.05 -0.14
P 1.02 -0.93 -0.46
S 0.74 0.58 1.10
H -1.63 1.22 -0.53
H -2.63 -0.06 -1.55
*
```

- E_HOMO: -0.0278 hartree

x) The following is a DFT calculation (ωB97M-V/def2-TZVPD) of 2 unconnected molecules or ions with the total composition H2O6P2S.

The geometry in ORCA input format:
```
! wB97M-V def2-TZVPD RIJCOSX def2/J DEFGRID3
* xyz -2 1
O -4.38 1.79 0.40
O 4.63 -0.46 -1.15
O -1.23 -1.47 -0.09
O 5.76 0.82 0.59
O 3.40 -0.10 1.06
O 0.98 -0.17 0.52
P 2.28 -1.15 0.82
P -0.68 -0.12 0.21
S 4.55 0.65 -0.17
H -3.66 1.45 -0.02
H 2.60 -1.43 -0.66
*
```

- E_HOMO: -0.0087 hartree

Tell me which of them is the most stable. Sure, it is x).

w) The following is a DFT calculation (ωB97M-V/def2-TZVPD) of a gas-phase ion, C3H4NO (charge +1).

The geometry in ORCA input format:
```
! wB97M-V def2-TZVPD RIJCOSX def2/J DEFGRID3
* xyz 1 1
C -0.49 0.21 -0.87
C 0.90 0.22 -0.56
C 0.73 -0.61 1.61
N -1.34 -0.19 -0.05
O 1.19 -0.07 0.60
H -0.87 0.39 -1.92
H 1.79 0.54 -1.05
H 0.38 -0.09 2.49
H -2.29 -0.40 -0.26
*
```

- E_HOMO (alpha / beta): -0.5600 / -0.5544 hartree

x) The following is a DFT calculation (ωB97M-V/def2-TZVPD) of a gas-phase ion, C3H4NO (charge +1).

The geometry in ORCA input format:
```
! wB97M-V def2-TZVPD RIJCOSX def2/J DEFGRID3
* xyz 1 1
C 1.70 0.25 0.03
N 0.45 -0.01 -0.16
C -0.64 -0.29 -0.14
C -2.08 -0.20 -0.16
O -3.22 0.32 -0.22
H 2.27 -0.40 -0.63
H 1.98 0.10 1.03
H 1.58 1.36 -0.25
H -2.05 -1.14 0.50
*
```

- E_HOMO: -0.5836 hartree
- Structure (SMILES): C[N+]#CC=O

y) The following is a DFT calculation (ωB97M-V/def2-TZVPD) of a gas-phase ion, C3H4NO (charge +1).

The geometry in ORCA input format:
```
! wB97M-V def2-TZVPD RIJCOSX def2/J DEFGRID3
* xyz 1 1
C 0.56 -0.02 1.45
C 0.10 -2.20 -0.32
C -0.35 0.11 -0.80
N 0.11 0.72 0.56
O -0.18 -1.26 -0.97
H 1.06 -0.08 2.42
H -1.42 0.29 -1.03
H 0.00 0.66 -1.78
H 0.13 1.79 0.47
*
```

- E_HOMO (alpha / beta): -0.5012 / -0.5012 hartree

Tell me which of them is the most stable. Sure, it is x).

w) The following is a DFT calculation (ωB97M-V/def2-TZVPD) of a molecular structure, C3H4NO.

The geometry in ORCA input format:
```
! wB97M-V def2-TZVPD RIJCOSX def2/J DEFGRID3
* xyz 1 1
C -0.62 -1.42 0.68
C 0.62 0.26 0.52
C -0.12 0.58 -0.54
N -1.10 -1.00 -0.44
O 0.45 -0.86 1.28
H -0.74 -2.49 1.10
H 1.25 0.98 0.95
H -0.77 0.82 -1.33
H -1.58 -1.43 -1.25
*
```

- E_HOMO: -0.6028 hartree

x) The following is a DFT calculation (ωB97M-V/def2-TZVPD) of 2 unconnected molecules or ions with the total composition C3H4NO.

The geometry in ORCA input format:
```
! wB97M-V def2-TZVPD RIJCOSX def2/J DEFGRID3
* xyz 1 1
C 0.09 -0.52 0.36
C 3.01 -0.19 0.16
C -2.01 0.55 -0.32
N -0.98 0.03 0.12
O 3.97 0.20 -0.30
H 0.09 -1.57 0.19
H 0.88 0.15 0.75
H -2.26 0.68 -1.32
H -2.79 0.68 0.35
*
```

- E_HOMO: -0.6274 hartree

Tell me which of them is the most stable. Sure, it is x).

w) The following is a DFT calculation (ωB97M-V/def2-TZVPD) of C5H9NO3 in the gas phase.

The geometry in ORCA input format:
```
! wB97M-V def2-TZVPD RIJCOSX def2/J DEFGRID3
* xyz 0 1
C -1.90 0.26 -0.59
C -0.65 -0.11 0.16
C 0.04 0.97 0.97
O 1.39 0.59 1.15
C 1.98 -0.02 0.01
O 2.89 -0.82 0.23
O 2.21 0.91 -0.99
N 0.44 -0.82 -0.52
C -0.33 -1.51 0.51
H -2.26 -0.57 -1.21
H -2.68 0.53 0.13
H -1.71 1.13 -1.24
H -0.02 1.93 0.43
H -0.42 1.08 1.96
H 1.48 1.57 -1.08
H 0.33 -1.10 -1.49
H 0.23 -1.73 1.42
H -1.00 -2.30 0.16
*
```

- E_HOMO: -0.3411 hartree
- Structure (SMILES): C[C@]12CO[C@]([O-])(O)[N@H+]1C2

x) The following is a DFT calculation (ωB97M-V/def2-TZVPD) of 2 unconnected molecules or ions with the total composition C5H9NO3.

The geometry in ORCA input format:
```
! wB97M-V def2-TZVPD RIJCOSX def2/J DEFGRID3
* xyz 0 1
C -1.48 -0.98 -0.92
O -0.45 -0.12 -1.34
C 0.37 0.60 -0.38
O 1.23 1.34 -0.80
C -0.34 0.88 0.96
C -0.73 2.32 1.09
O -0.57 0.03 1.78
H -1.96 -1.36 -1.81
H -1.06 -1.82 -0.35
H -2.22 -0.47 -0.29
H -1.55 2.52 0.40
H -1.04 2.53 2.12
H 0.11 2.95 0.80
C 2.00 -1.83 -0.63
N 1.45 -1.13 0.25
H 2.82 -2.53 -0.46
H 1.73 -1.68 -1.66
H 1.71 -1.24 1.23
*
```

- E_HOMO: -0.3431 hartree
- Structure (SMILES): COC(=O)C(C)=O.C=N

y) The following is a DFT calculation (ωB97M-V/def2-TZVPD) of 2 unconnected molecules or ions with the total composition C5H9NO3.

The geometry in ORCA input format:
```
! wB97M-V def2-TZVPD RIJCOSX def2/J DEFGRID3
* xyz 0 1
O 0.33 2.40 0.63
C -0.01 1.23 0.64
N -1.26 0.73 0.69
C -1.36 -0.72 0.72
C 0.10 -1.19 0.87
C 0.92 0.03 0.50
C 2.08 0.09 -0.41
O 2.23 0.17 1.00
H -2.07 1.34 0.71
H -1.99 -1.05 1.55
H -1.80 -1.09 -0.21
H 0.31 -1.45 1.92
H 0.33 -2.06 0.25
H 2.44 -0.84 -0.86
H 2.28 1.02 -0.95
O -1.07 0.26 -2.61
H -0.10 0.32 -2.60
H -1.36 0.80 -1.86
*
```

- E_HOMO: -0.3631 hartree
- Structure (SMILES): O=C1NCC[C@@]12CO2.O

z) The following is a DFT calculation (ωB97M-V/def2-TZVPD) of C5H9NO3 in the gas phase.

The geometry in ORCA input format:
```
! wB97M-V def2-TZVPD RIJCOSX def2/J DEFGRID3
* xyz 0 1
C 1.62 -1.18 -1.37
C 0.20 -0.79 -1.04
O -0.67 -0.74 -1.87
C -0.35 -0.86 0.70
N -0.68 0.48 0.90
C -2.07 0.90 0.86
C 0.28 1.34 0.26
O -0.06 2.31 -0.38
O 1.46 1.29 0.93
H 2.22 -0.27 -1.40
H 1.66 -1.69 -2.33
H 2.06 -1.83 -0.60
H -1.19 -1.53 0.89
H 0.59 -1.17 1.16
H -2.14 1.83 1.43
H -2.37 1.10 -0.17
H -2.72 0.15 1.30
H 2.17 0.67 0.73
*
```

- E_HOMO: -0.3050 hartree
- Structure (SMILES): CC(=O)CN(C)C(=O)O

Tell me which of them is the most stable. Sure, it is y).